No. 1
This record from the Open Molecules 2025 dataset describes the molecule C3H8N2 at a distorted geometry. The level of theory is wB97M-V/def2-TZVPD.

## Properties
- frontier orbital gap (eV) = 9.9
- LUMO (eV) = 0.931
- highest occupied orbital energy (eV) = -8.935
- SMILES = C/N=C\NC
- ΔE to the lowest compared entry with this formula, charge and spin (kcal per mole) = 44.7

Structure (XYZ):
```
13
Properties=species:S:1:pos:R:3:forces:R:3:mulliken_charge:R:1
C 2.09913 -0.42203 -0.00433 -0.147 0.257 0.310 -0.809
N 1.50505 0.96577 0.05255 0.026 -1.215 -0.062 -0.510
C 0.23568 0.96432 -0.11846 -0.386 0.921 0.704 0.146
N -0.60102 -0.10217 -0.29374 -0.460 -1.627 0.499 -0.271
C -2.04533 -0.01443 0.05546 0.650 1.994 0.662 -0.916
H 1.80945 -0.81541 -0.99122 0.187 -0.400 0.308 0.335
H 1.67457 -1.10462 0.82731 0.714 0.933 -1.158 0.228
H 3.23371 -0.45248 0.03498 -1.519 0.440 0.212 0.234
H -0.37677 1.88521 -0.06128 0.863 -0.013 -0.166 0.341
H -0.13912 -0.97781 -0.01341 -0.743 0.492 -0.354 0.251
H -2.51691 -0.94954 0.13301 -0.128 -1.530 -0.171 0.363
H -2.63447 0.55729 -0.67167 0.460 -0.035 -0.082 0.286
H -2.24399 0.46590 1.05080 0.482 -0.216 -0.704 0.322
```
Forces are in eV/Å.


No. 2
This record from the Open Molecules 2025 dataset describes a structure of composition C29H45GeNOPS5V at a distorted geometry. The level of theory is wB97M-V/def2-TZVPD.

## Properties
- frontier orbital gap (spin up / spin down) (eV) = 6.0 / 7.7
- LUMO (spin up / spin down) (eV) = -11.254 / -9.381
- highest occupied orbital energy (spin up / spin down) (eV) = -17.237 / -17.114
- charge = +3
- spin multiplicity = 2

Structure (XYZ):
```
84
Properties=species:S:1:pos:R:3:forces:R:3:mulliken_spin:R:1
V 0.96383 0.08394 0.32469 -0.452 -0.204 -0.684 1.791
O 5.25670 -1.35926 -3.46364 -0.018 0.046 0.050 -0.040
C 4.24358 -1.24615 -2.87726 0.112 -0.090 -0.119 0.003
S 3.76019 -2.29709 -1.49352 0.035 0.070 -0.037 -0.012
C 2.23086 -1.54226 -1.24204 -0.231 -0.066 0.031 -0.048
C 1.87808 -0.48402 -2.09100 -0.174 0.020 0.240 -0.156
S 0.38830 0.41779 -1.87908 0.052 0.240 -0.610 -0.065
S 2.98849 -0.00197 -3.29791 0.089 0.025 0.060 -0.075
S 1.19901 -2.08178 0.02921 0.096 -0.647 -0.083 -0.254
C -5.30358 1.58373 -3.96857 -0.005 -0.024 0.019 0.000
C -5.23129 0.47585 -2.92134 -0.009 0.088 -0.047 0.000
C -4.11577 -0.53349 -3.18923 -0.026 0.074 -0.001 -0.002
C -2.73402 0.14865 -3.25978 -0.016 0.111 -0.008 -0.001
Ge -1.33282 -1.12338 -2.93598 -0.316 -0.206 0.202 -0.007
C -0.36737 -1.90109 -4.40055 0.233 0.040 0.018 -0.001
C -1.45264 -2.39754 -5.36665 0.070 -0.096 -0.105 0.001
C -2.41880 -3.38020 -4.70759 0.043 0.001 -0.087 0.000
C -3.59777 -3.73761 -5.60256 0.005 -0.032 0.016 0.000
H -6.18502 2.20424 -3.81545 0.011 0.000 0.004 0.000
H -5.36779 1.16655 -4.97662 -0.013 0.005 0.039 0.000
H -4.43334 2.24429 -3.93474 -0.017 -0.029 -0.001 0.000
H -6.17894 -0.06294 -2.88692 -0.008 -0.013 -0.009 0.000
H -5.09202 0.90626 -1.92139 -0.005 0.002 -0.044 0.000
H -4.31033 -1.04713 -4.13397 0.023 -0.013 0.011 0.000
H -4.13533 -1.30259 -2.40891 0.014 0.010 0.012 0.001
H -2.65346 0.94194 -2.51058 -0.058 -0.023 -0.007 0.001
H -2.54794 0.60833 -4.23110 -0.074 0.057 0.006 0.000
H -1.52439 -1.95700 -1.66683 0.026 -0.030 0.113 0.004
H 0.24976 -2.71642 -4.01929 0.016 -0.054 -0.106 0.000
H 0.28186 -1.15421 -4.86017 0.006 -0.016 -0.062 0.001
H -0.95335 -2.86628 -6.21613 -0.087 -0.040 -0.046 0.000
H -2.01338 -1.55085 -5.77395 0.035 0.041 0.017 0.000
H -2.80793 -2.95366 -3.76381 -0.041 0.023 0.024 0.000
H -1.87716 -4.28427 -4.41675 -0.004 0.012 0.043 0.000
H -4.14510 -2.84645 -5.91645 0.012 -0.008 0.015 0.000
H -4.29535 -4.40361 -5.09594 0.027 0.014 -0.010 0.000
H -3.25024 -4.24547 -6.50264 0.001 0.012 -0.006 0.000
N 2.35826 0.79262 1.22636 1.300 0.317 0.725 -0.051
S 3.16939 -0.14650 2.36968 0.136 0.186 -0.017 0.015
C 4.85438 0.41670 2.21629 -0.081 -0.010 -0.054 0.006
C 5.67496 0.33349 3.33555 0.020 0.032 -0.063 -0.001
C 7.00349 0.70312 3.19231 0.042 0.007 -0.017 0.001
C 7.48503 1.14033 1.96284 0.011 -0.010 0.048 -0.001
C 6.64963 1.19609 0.85504 -0.028 -0.015 -0.002 0.000
C 5.31919 0.81832 0.96912 0.097 -0.023 0.031 -0.002
C 2.65189 0.44910 3.94152 0.049 0.030 -0.118 0.009
C 2.07314 -0.48816 4.78927 -0.021 0.006 0.054 -0.008
C 1.65191 -0.06727 6.04539 -0.005 0.016 0.003 0.000
C 1.80426 1.26275 6.41412 0.025 0.025 -0.054 0.000
C 2.38849 2.18859 5.54462 -0.028 -0.039 0.055 0.000
C 2.82890 1.78569 4.29796 -0.027 -0.021 0.115 0.000
H 2.77324 1.71878 1.09992 -0.033 0.013 0.111 0.016
H 5.30102 -0.00070 4.29524 -0.006 0.020 -0.031 0.000
H 7.66246 0.65236 4.04889 -0.004 0.010 -0.022 0.000
H 8.52170 1.43640 1.86693 -0.026 -0.017 0.010 0.000
H 7.03292 1.52820 -0.10080 -0.002 -0.006 0.025 0.000
H 4.67641 0.83358 0.09752 -0.009 0.012 0.016 0.002
H 1.97488 -1.52657 4.49111 0.011 0.038 -0.003 -0.001
H 1.22055 -0.78046 6.73593 0.008 0.027 -0.014 0.000
H 1.47896 1.58499 7.39502 0.014 0.002 -0.014 0.000
H 2.51768 3.21802 5.85232 -0.012 -0.023 0.017 0.000
H 3.31752 2.49059 3.63529 0.006 -0.029 -0.012 0.000
C -1.69361 2.65278 3.55813 0.030 0.048 0.003 -0.002
C -0.58447 2.28474 2.56713 -0.003 -0.025 0.094 0.000
P -0.88606 0.70407 1.71566 -0.896 0.182 0.197 -0.163
C -2.37873 0.93404 0.66883 0.082 0.091 0.009 0.002
C -2.40878 2.26624 -0.08699 -0.031 -0.056 0.058 0.010
C -1.36605 -0.51114 2.98465 0.106 -0.146 -0.070 0.019
C -1.53408 -1.93848 2.45591 -0.036 0.078 0.028 0.014
H -1.51488 3.65721 3.94010 -0.013 -0.017 0.009 0.000
H -1.71223 1.97241 4.40930 -0.003 0.021 -0.023 0.000
H -2.68192 2.65243 3.09553 0.027 -0.001 -0.009 0.000
H 0.38346 2.20275 3.07067 -0.067 -0.003 0.004 0.004
H -0.47881 3.04965 1.79528 0.036 0.029 -0.027 -0.003
H -3.24076 0.84806 1.33327 -0.053 0.006 0.007 0.000
H -2.43641 0.08742 -0.02036 -0.008 -0.051 -0.003 0.001
H -2.50269 3.11011 0.59481 0.014 0.002 0.003 0.002
H -3.27309 2.29733 -0.75049 0.011 -0.011 0.024 -0.001
H -1.51683 2.42951 -0.69753 0.025 -0.018 -0.007 0.001
H -2.30710 -0.13635 3.39102 -0.031 -0.014 0.066 -0.004
H -0.62861 -0.46962 3.79094 -0.007 0.015 -0.024 -0.003
H -2.23695 -1.98916 1.62233 0.018 0.015 0.009 -0.002
H -1.92346 -2.58124 3.24343 -0.012 0.007 0.006 0.001
H -0.58376 -2.36767 2.13542 0.021 0.003 0.007 0.000
```
Forces are in eV/Å.


No. 3
This record from the Open Molecules 2025 dataset describes the ion C5H10NO with charge +1 at a distorted geometry. The level of theory is wB97M-V/def2-TZVPD.

## Properties
- frontier orbital gap (eV) = 8.1
- LUMO (eV) = -4.917
- highest occupied orbital energy (eV) = -12.983
- charge = +1
- ΔE to the lowest compared entry with this formula, charge and spin (kcal per mole) = 83.5

Structure (XYZ):
```
17
Properties=species:S:1:pos:R:3:forces:R:3:mulliken_charge:R:1
C -0.30678 -0.82311 -0.24543 -0.974 1.439 -3.746 -1.093
C 0.97432 1.57521 0.02688 0.212 2.266 2.174 0.290
C 2.17965 -0.48076 0.21710 0.703 -1.334 1.464 -1.145
C -2.30103 0.41145 0.49759 -3.781 -0.140 -4.390 -0.837
C 0.96002 0.28276 -0.35727 1.072 -3.085 -2.775 0.741
N -1.51452 -0.15384 -0.56419 3.004 -1.824 -0.138 -0.208
O 1.11487 2.60913 0.46760 -0.459 -0.845 -0.805 -0.120
H -0.25041 -1.24382 0.70221 0.014 -0.529 1.855 0.591
H -0.00624 -1.63998 -1.04287 -0.472 1.797 1.604 0.354
H 1.81232 -1.54348 0.51366 0.809 1.712 -0.893 0.337
H 3.07525 -0.52981 -0.45464 -0.997 0.096 0.619 0.326
H 2.46591 -0.05510 1.20499 0.078 -0.149 -0.740 0.383
H -3.23294 -0.23831 0.36838 0.386 1.665 0.967 0.343
H -2.51304 1.50653 0.35459 0.226 -1.090 0.552 0.268
H -1.87189 0.10293 1.35272 1.411 -0.370 3.271 0.306
H -1.65079 -0.14922 -1.55405 -1.071 0.458 -0.044 0.236
H 1.06531 0.36942 -1.48728 -0.162 -0.068 1.025 0.228
```
Forces are in eV/Å.


No. 4
This record from the Open Molecules 2025 dataset describes a cluster of 13 separate species, C31H52Cl16O15 in total at a distorted geometry. The level of theory is wB97M-V/def2-TZVPD.

## Properties
- frontier orbital gap (eV) = 10.2
- LUMO (eV) = -0.098
- highest occupied orbital energy (eV) = -10.347
- ΔE to the lowest compared entry with this formula, charge and spin (kcal per mole) = 26.9

Structure (XYZ):
```
114
Properties=species:S:1:pos:R:3:forces:R:3:mulliken_charge:R:1
C -4.13482 -2.14041 0.39255 1.252 -0.836 0.135 0.766
C -3.94336 -2.90130 1.72034 1.742 0.857 -0.799 0.613
O -5.19195 -2.87423 2.31548 -1.637 0.045 0.346 -0.354
C -6.10767 -2.40521 1.43288 -2.976 -0.275 0.429 0.461
O -7.31749 -2.35854 1.59669 2.695 -0.119 0.129 -0.586
O -5.52848 -2.03276 0.29294 -0.181 0.445 -0.593 -0.420
H -3.70620 -2.74775 -0.40470 -0.325 0.158 -0.268 -0.211
H -3.62417 -1.17760 0.37565 -0.367 0.175 0.050 -0.210
H -3.23752 -2.32637 2.32261 0.056 -0.360 0.252 -0.223
H -3.57276 -3.90884 1.53588 -0.157 -0.092 0.286 0.114
C 0.37637 3.78997 -4.26793 0.543 -1.047 0.124 -0.168
C 1.67325 3.36983 -4.95055 0.815 1.107 0.037 -0.443
O 2.14877 2.21631 -4.19062 -1.341 0.303 -0.736 -0.376
C 1.01977 1.66861 -3.63678 1.035 0.280 0.295 0.078
O 0.96786 0.58321 -3.13036 0.129 0.148 -0.170 0.292
O 0.02645 2.53964 -3.66479 -1.180 -0.448 0.547 -0.180
H -0.45933 4.04368 -4.91393 0.249 0.376 -0.003 0.246
H 0.55729 4.51660 -3.47770 -0.284 0.103 -0.091 0.217
H 2.41270 4.16433 -4.85786 0.162 -0.187 0.023 0.313
H 1.55054 3.18887 -6.01769 0.010 -0.662 0.106 0.278
C 0.27195 0.18564 0.92039 1.095 0.346 -1.353 1.028
C -0.63601 0.62319 -0.21747 -0.857 0.737 1.098 1.169
O -1.25400 -0.59984 -0.59839 -0.643 0.313 -1.017 -0.203
C -0.61187 -1.64068 -0.07968 -1.313 -0.454 1.596 0.160
O -1.03444 -2.76563 -0.09125 0.602 0.143 -0.771 -0.349
O 0.39129 -1.22610 0.68903 1.025 0.003 0.603 -0.323
H -0.15539 0.42457 1.89045 0.094 -0.416 0.056 -0.533
H 1.24167 0.66419 0.78055 0.195 -0.273 0.461 0.040
H -0.26314 1.16528 -1.08335 0.463 -0.381 0.028 -0.523
H -1.33651 1.27219 0.31313 -0.633 -0.079 -0.708 -0.520
C -3.13919 5.46511 -0.18340 -0.187 -1.349 0.627 0.057
C -3.27856 4.06288 -0.82081 0.130 0.190 0.706 0.366
O -2.56024 4.20545 -2.02730 -0.071 0.584 -1.336 -0.183
C -2.32038 5.53409 -2.29314 0.367 -1.031 -1.121 0.585
O -1.88273 5.97043 -3.32564 -0.334 -0.640 1.026 -0.566
O -2.61345 6.24338 -1.22660 -0.047 1.551 0.454 -0.366
H -2.44489 5.39142 0.65261 0.098 0.468 -0.037 -0.087
H -4.09701 5.86333 0.14497 0.096 0.139 -0.063 0.304
H -4.33346 3.80659 -0.92721 0.101 -0.119 -0.627 0.270
H -2.77309 3.26017 -0.28539 -0.160 0.174 0.326 -0.349
C 1.54352 -2.38279 -4.43872 0.038 -0.407 0.396 0.130
C 1.58900 -2.74493 -2.93104 0.152 0.770 -0.286 1.815
O 2.43312 -3.87489 -2.90526 0.795 -0.793 0.192 -0.408
C 2.74494 -4.33592 -4.14670 -0.896 0.739 0.350 0.550
O 3.45565 -5.26443 -4.36967 -0.421 0.529 -0.130 -0.550
O 2.05504 -3.57359 -5.05063 0.547 -0.547 -0.337 -0.447
H 2.21383 -1.56293 -4.69449 0.027 0.045 0.227 0.150
H 0.56179 -2.16517 -4.85193 -0.043 -0.214 0.164 0.201
H 0.66478 -2.99006 -2.41007 -0.224 -0.068 -0.471 -0.371
H 2.06799 -1.93914 -2.37779 -0.004 -0.030 -0.016 -1.296
Cl 5.03373 2.87625 4.03765 -0.719 -0.409 -0.462 -0.207
C 3.50787 1.90781 4.27963 0.313 -0.056 0.792 -0.484
C 2.27986 2.55927 3.72394 0.027 0.496 -0.584 0.084
Cl 0.83878 1.58236 4.18271 0.365 0.271 0.243 -0.112
H 3.45180 1.88882 5.36590 -0.179 -0.368 -0.070 0.398
H 3.56873 0.90006 3.87200 0.587 0.063 0.063 0.235
H 2.27845 2.57111 2.63638 0.083 0.040 0.049 -0.331
H 2.20374 3.58685 4.07703 -0.375 -0.117 0.134 0.386
Cl 2.42257 3.14216 0.03395 -0.051 0.054 -0.023 0.009
C 3.91811 4.07525 -0.32243 -0.091 0.149 0.159 -0.790
C 5.12052 3.27109 0.09907 0.912 -0.088 -0.736 0.440
Cl 6.61088 4.13214 -0.40974 0.103 0.425 -0.085 -0.224
H 3.85850 5.03634 0.18454 -0.065 -0.124 0.122 0.387
H 3.89507 4.25760 -1.39446 0.217 -0.107 0.036 0.355
H 5.19513 2.35349 -0.47728 -0.352 -0.110 0.310 -0.225
H 5.28841 3.08056 1.15487 -0.660 0.012 0.005 -0.015
Cl -2.76376 0.71255 -3.21324 -0.323 0.393 0.007 -0.140
C -1.86969 -0.70892 -3.72314 0.779 -0.900 -0.270 0.182
C -2.75843 -1.94365 -3.70942 0.572 0.325 0.461 -0.123
Cl -1.69756 -3.42708 -3.69964 -0.703 0.466 -0.235 -0.148
H -1.04769 -0.86634 -3.03004 -0.091 0.194 0.067 -0.653
H -1.42656 -0.53904 -4.70378 -0.169 0.146 -0.025 0.542
H -3.42407 -1.96087 -4.56808 -0.070 -0.292 0.168 0.446
H -3.27388 -1.91162 -2.75174 -0.295 -0.397 -0.208 -0.061
Cl -1.86584 5.67946 5.44752 -0.548 -0.062 0.544 -0.203
C -1.12259 5.28211 3.91440 0.469 -0.170 -0.743 -0.199
C -1.61242 3.96984 3.33214 -0.653 -0.270 0.218 -0.729
Cl -0.71779 3.60071 1.81093 -0.083 0.138 0.320 -0.075
H -0.05208 5.26773 4.10917 0.002 -0.049 -0.295 0.152
H -1.37561 6.06845 3.20474 0.241 0.122 0.106 0.260
H -2.67281 4.02830 3.08501 0.057 0.208 -0.213 0.477
H -1.55107 3.10580 3.99007 0.528 0.143 0.039 0.342
Cl 2.28036 -2.88970 4.23863 -0.095 -0.434 -0.326 -0.202
C 2.23468 -4.37098 3.19197 0.803 -0.424 0.353 -0.562
C 1.85186 -3.99697 1.77979 0.178 -0.355 0.157 0.324
Cl 2.22856 -5.43408 0.70354 -0.569 0.805 0.518 -0.213
H 1.61441 -5.12296 3.67681 -0.545 0.370 -0.204 0.371
H 3.21508 -4.84721 3.21001 0.225 0.502 -0.006 0.350
H 2.46831 -3.18152 1.40946 -0.006 -0.046 0.053 0.033
H 0.80999 -3.68257 1.77488 -0.063 -0.383 -0.620 -0.084
Cl -5.17875 -0.21343 5.06717 -0.126 0.001 0.123 -0.155
C -3.62670 -0.23319 5.92494 0.433 -0.335 0.142 -0.476
C -2.49761 -0.59507 4.95435 -0.285 0.098 -0.131 -0.660
Cl -2.44962 0.51561 3.53153 0.037 -0.056 0.115 -0.032
H -3.68416 -0.99489 6.70328 0.004 -0.243 -0.221 0.328
H -3.51364 0.69294 6.48589 0.197 0.251 -0.523 0.335
H -2.66829 -1.58286 4.53062 -0.125 0.024 0.087 0.286
H -1.49231 -0.58755 5.37121 -0.171 0.173 0.311 0.373
Cl 4.81127 0.16127 1.14579 0.360 -0.022 0.251 -0.062
C 5.22979 -0.69212 -0.36238 -1.147 -0.095 -0.743 -0.865
C 4.11870 -0.35285 -1.37053 0.202 0.497 1.076 0.819
Cl 4.49636 -1.08915 -2.88700 0.283 -0.699 -1.153 -0.186
H 5.19158 -1.75444 -0.13223 0.212 0.030 -0.086 0.473
H 6.18335 -0.42168 -0.81089 0.159 0.197 0.582 0.431
H 4.05854 0.71510 -1.57539 -0.029 0.018 0.316 -0.033
H 3.15707 -0.69099 -0.98546 -0.023 -0.047 -0.153 -0.507
Cl -0.69695 -8.88617 -0.81402 0.199 -0.151 0.035 -0.209
C -0.60830 -7.22695 -1.48215 -0.740 -0.606 -0.115 -0.339
C -1.75591 -6.38369 -0.89749 1.159 0.224 -0.331 0.127
Cl -1.77955 -6.36319 0.87999 0.047 0.014 0.244 -0.194
H -0.75849 -7.38549 -2.54999 -0.210 0.336 -0.015 0.324
H 0.41370 -6.87182 -1.37411 -0.235 0.309 0.525 0.160
H -2.72970 -6.74321 -1.21810 0.124 0.008 -0.130 0.388
H -1.57336 -5.34868 -1.18609 -0.314 0.013 -0.160 -0.277
```
Forces are in eV/Å.